(1)
Formula: C48H49Cl2N10O2PV
Source: OMol25
Level of theory: the ωB97M-V functional and the def2-TZVPD basis

```
113
C48H49Cl2N10O2PV, DFT the ωB97M-V functional and the def2-TZVPD basis
V 0.399 0.268 -0.383
Cl 6.957 1.780 0.198
C 5.314 1.390 0.610
C 4.325 1.576 -0.352
C 3.023 1.204 -0.060
N 1.878 1.406 -0.854
C 1.648 2.620 -1.407
O 2.465 3.439 -1.817
C 0.174 2.895 -1.391
C -0.348 4.113 -1.782
C -1.699 4.357 -1.625
C -2.489 3.355 -1.069
C -1.900 2.167 -0.692
N -0.582 1.916 -0.839
C 2.697 0.655 1.196
C 3.671 0.557 2.164
C 4.986 0.903 1.867
Cl 6.191 0.698 3.102
N 1.358 0.227 1.376
C 0.404 1.116 1.770
O 0.506 2.333 1.984
C -0.843 0.349 2.207
C -0.919 0.321 3.687
C -1.689 -0.480 4.421
C -2.784 -1.331 3.854
C -2.684 -1.105 1.704
N -1.547 -0.254 1.316
H 4.566 2.024 -1.305
H 0.336 4.848 -2.188
H -2.133 5.308 -1.908
H -3.549 3.504 -0.907
H -2.483 1.378 -0.243
H 3.419 0.202 3.157
H -0.209 0.977 4.175
H -1.602 -0.441 5.502
H -3.384 -1.799 4.630
H -3.236 -1.372 0.803
C 3.348 -1.709 -3.081
N 3.552 -2.508 -1.878
C 4.921 -2.848 -1.469
C 4.971 -2.475 0.018
N 3.570 -2.256 0.345
C 3.079 -2.583 1.671
C 2.776 -2.256 -0.756
N 1.499 -2.084 -0.699
C 0.658 -2.640 -1.760
C -0.664 -1.898 -1.770
N -0.351 -0.515 -2.134
C -0.984 0.070 -3.108
N -2.260 -0.209 -3.505
C -3.247 -0.722 -2.566
C -2.692 0.698 -4.567
C -1.440 1.535 -4.857
N -0.474 1.069 -3.871
C 0.940 1.171 -4.190
H 4.279 -1.210 -3.357
H 2.603 -0.939 -2.889
H 3.021 -2.313 -3.930
H 5.650 -2.292 -2.057
H 5.109 -3.911 -1.621
H 5.556 -1.573 0.208
H 5.380 -3.283 0.624
H 3.110 -3.667 1.844
H 3.708 -2.099 2.416
H 2.059 -2.220 1.775
H 0.469 -3.699 -1.553
H 1.081 -2.579 -2.765
H -1.091 -1.949 -0.761
H -1.346 -2.378 -2.474
H -2.833 -0.728 -1.558
H -3.566 -1.734 -2.819
H -4.125 -0.074 -2.571
H -3.518 1.319 -4.218
H -3.032 0.145 -5.441
H -1.623 2.604 -4.741
H -1.058 1.365 -5.866
H 1.156 0.663 -5.136
H 1.515 0.723 -3.391
H 1.234 2.217 -4.273
C -0.120 -4.835 6.814
C 0.482 -3.637 6.457
C 0.292 -3.119 5.180
C -0.514 -3.779 4.248
C -1.113 -4.984 4.623
C -0.917 -5.508 5.895
P -0.636 -2.985 2.589
C -2.404 -2.322 2.687
C -3.465 -3.408 2.656
C -4.789 -3.263 2.564
C -5.547 -2.008 2.505
C -5.036 -0.789 2.646
C -3.579 -0.473 2.811
C -0.766 -4.435 1.458
C -1.583 -4.441 0.323
C -1.526 -5.478 -0.600
C -0.634 -6.525 -0.423
C 0.200 -6.526 0.688
C 0.138 -5.490 1.611
H 0.041 -5.254 7.800
H 1.110 -3.109 7.165
H 0.780 -2.193 4.891
H -1.726 -5.531 3.917
H -1.384 -6.448 6.166
H -3.101 -4.418 2.771
H -5.385 -4.171 2.565
H -6.621 -2.104 2.378
H -5.711 0.061 2.611
H -3.434 0.598 2.926
H -2.292 -3.638 0.157
H -2.175 -5.459 -1.469
H -0.588 -7.334 -1.143
H 0.905 -7.338 0.836
H 0.791 -5.510 2.477
```

Values from the calculation:
- LUMO (alpha / beta): 0.24 / 0.24 eV
- Kohn-Sham gap (alpha / beta): 0.222 / 0.274 Ha
- Multiplicity: 4
- Highest occupied orbital energy (alpha / beta): -5.805 / -7.210 eV
- ⟨S²⟩: 3.775
- ΔE to the lowest compared entry with this formula, charge and spin: 89.8 kcal/mol
- F_max: 2.94 eV/Å



(2)
Formula: C48H49F7NSSi
Source: OMol25
Level of theory: the ωB97M-V functional and the def2-TZVPD basis

```
107
C48H49F7NSSi, DFT the ωB97M-V functional and the def2-TZVPD basis
C 8.439 -0.171 3.749
Si 7.161 -0.024 5.125
C 6.806 -1.730 5.923
C 7.776 1.209 6.454
N 5.585 0.698 4.523
C 5.322 1.209 3.357
S 3.671 1.848 3.209
C 3.149 1.204 4.858
C 4.502 0.730 5.526
H 9.410 -0.465 4.188
H 8.194 -0.928 2.984
H 8.631 0.779 3.214
H 7.582 -2.430 5.576
H 5.792 -2.038 5.617
H 6.852 -1.658 7.020
H 8.561 0.782 7.091
H 6.892 1.482 7.063
H 8.118 2.140 5.968
H 6.029 1.262 2.523
H 2.616 0.280 4.597
H 2.594 1.968 5.408
H 4.679 1.357 6.412
H 4.293 -0.306 5.838
F -1.306 -2.397 0.756
C -0.525 -1.376 0.354
C -0.898 -0.634 -0.752
C -0.094 0.422 -1.160
C 1.074 0.717 -0.465
C 1.436 -0.041 0.641
C 0.630 -1.092 1.059
H -1.806 -0.884 -1.284
H -0.378 1.014 -2.019
H 1.700 1.538 -0.789
H 2.347 0.186 1.179
H 0.890 -1.690 1.924
F -4.281 2.498 2.555
C -4.651 1.261 2.174
C -3.714 0.243 2.184
C -4.098 -1.034 1.795
C -5.406 -1.275 1.394
C -6.335 -0.241 1.386
C -5.958 1.035 1.783
H -2.698 0.453 2.492
H -3.376 -1.839 1.805
H -5.702 -2.270 1.087
H -7.353 -0.428 1.069
H -6.669 1.851 1.791
F -1.153 -3.168 -2.786
C -2.297 -3.871 -2.657
C -2.790 -4.566 -3.746
C -3.966 -5.293 -3.609
C -4.637 -5.307 -2.391
C -4.131 -4.599 -1.308
C -2.950 -3.880 -1.437
H -2.257 -4.537 -4.687
H -4.358 -5.848 -4.451
H -5.555 -5.871 -2.287
H -4.656 -4.608 -0.361
H -2.537 -3.330 -0.604
F 9.010 1.155 0.727
C 8.258 1.492 -0.345
C 7.754 0.493 -1.158
C 6.975 0.842 -2.254
C 6.719 2.181 -2.528
C 7.238 3.173 -1.704
C 8.008 2.828 -0.601
H 7.970 -0.544 -0.933
H 6.569 0.070 -2.894
H 6.116 2.450 -3.385
H 7.041 4.215 -1.920
H 8.414 3.587 0.056
F -10.810 0.201 -0.396
C -10.027 1.196 -0.847
C -9.093 0.931 -1.834
C -8.288 1.960 -2.302
C -8.416 3.239 -1.773
C -9.354 3.490 -0.779
C -10.169 2.465 -0.316
H -9.002 -0.073 -2.229
H -7.560 1.765 -3.079
H -7.784 4.039 -2.136
H -9.452 4.485 -0.364
H -10.911 2.644 0.452
F 5.007 5.940 -0.972
C 5.711 7.003 -1.414
C 5.217 7.753 -2.466
C 5.942 8.849 -2.916
C 7.154 9.174 -2.318
C 7.640 8.409 -1.266
C 6.913 7.318 -0.806
H 4.275 7.480 -2.924
H 5.563 9.448 -3.733
H 7.720 10.026 -2.674
H 8.585 8.660 -0.803
H 7.272 6.715 0.018
F -8.048 -6.501 -1.987
C -8.208 -7.142 -3.161
C -8.986 -8.284 -3.208
C -9.153 -8.940 -4.421
C -8.532 -8.453 -5.566
C -7.749 -7.308 -5.501
C -7.589 -6.644 -4.292
H -9.455 -8.652 -2.305
H -9.765 -9.830 -4.473
H -8.660 -8.969 -6.510
H -7.263 -6.931 -6.392
H -6.990 -5.744 -4.224
```

Values from the calculation:
- LUMO: -3.98 eV
- Kohn-Sham gap: 0.232 Ha
- Highest occupied orbital energy: -10.308 eV
- Net charge: +1
- ΔE to the lowest compared entry with this formula, charge and spin: 13.9 kcal/mol
- F_max: 2.42 eV/Å